Below is C3HI2NO2 in the gas phase in a non-equilibrium geometry, with properties calculated with wB97M-V/def2-TZVPD.

Results
* highest occupied orbital energy: -9.79 eV
* Kohn-Sham gap: 0.326 hartree
* energy relative to the best compared isomer or geometry (same formula, charge and spin): 0.000 eV

Bonds (Å) are listed after each position.
Atoms and positions in Å:
1 C -0.999 0.072 -0.342  C2 1.650, N4 1.248, I7 2.038
2 C -0.556 0.344 1.224  C1 1.650, O5 1.194, O6 1.234
3 C 1.224 -0.072 -0.702  N4 1.298, I8 2.087, H9 1.079
4 N -0.013 -0.052 -1.096  C1 1.248, C3 1.298
5 O -1.477 0.486 1.971  C2 1.194
6 O 0.676 0.344 1.274  C2 1.234
7 I -2.971 0.030 -0.854  C1 2.038
8 I 2.228 -1.893 -0.525  C3 2.087
9 H 1.889 0.741 -0.950  C3 1.079